1.
{
  "formula": "C6H15ClN2O2",
  "method": "ωB97M-V with the def2-TZVPD basis set",
  "e_tot_ha": -957.8168,
  "homo_ev": -9.604,
  "gap_ev": 10.200,
  "smiles": "NCCCC[C@H](N)C(=O)O.Cl",
  "largest_force_ha_per_bohr": 0.065,
  "multiplicity": 1,
  "symbols": ["H", "H", "C", "H", "O", "Cl", "H", "H", "N", "H", "C", "H", "O", "N", "H", "H", "C", "C", "H", "H", "C", "H", "H", "C", "H", "H"],
  "positions_angstrom": [[-1.2819, 1.9055, 2.3876], [1.8405, 0.9403, -1.6170], [-0.3598, -0.5589, 2.1252], [2.1760, -0.2633, -3.7274], [-0.2196, -1.7581, 2.0992], [-3.9213, 1.4163, 3.7102], [3.1378, -2.1558, -2.8265], [-3.0214, 0.8522, 2.9955], [2.6229, -1.5697, -2.1775], [0.9167, -0.8895, -0.2063], [-1.2509, 0.2495, 1.2032], [2.1434, -2.2060, -1.5463], [0.3389, 0.2315, 2.9673], [-1.9554, 1.2627, 1.9801], [-0.5263, -0.9668, -1.2074], [-1.0760, 1.4078, -0.5922], [0.2477, -0.2820, -0.8294], [1.0338, 0.3035, -2.0012], [-2.5524, 1.8066, 1.3622], [0.8966, -0.3618, 3.4953], [1.6474, -0.7609, -2.9063], [0.3723, 0.9422, -2.6032], [0.3545, 1.4743, 0.4361], [-0.4107, 0.7952, 0.0322], [0.8354, -1.3542, -3.3658], [-1.9881, -0.4604, 0.8124]],
  "forces_ev_per_a": [[-0.111, 0.004, 0.159], [-0.093, -0.065, -0.035], [0.214, -0.557, 0.009], [-0.084, -0.059, 0.112], [-0.160, 0.642, -0.040], [-2.540, 0.637, 2.097], [-0.008, 0.061, 0.089], [1.112, -0.225, -0.718], [-0.107, -0.242, -0.021], [-0.094, 0.104, -0.078], [0.207, -0.414, -0.372], [0.117, 0.079, -0.041], [-0.041, -0.112, -0.029], [1.352, -0.195, -1.435], [0.094, 0.097, 0.038], [0.065, -0.084, 0.087], [-0.021, -0.127, 0.052], [-0.016, 0.086, -0.005], [0.017, -0.003, 0.089], [-0.009, 0.089, 0.011], [-0.123, 0.153, -0.148], [0.082, -0.087, 0.080], [-0.108, -0.101, -0.061], [0.032, 0.139, 0.011], [0.145, 0.076, 0.102], [0.079, 0.106, 0.048]]
}

---

2.
{
  "formula": "CN2O3S",
  "method": "ωB97M-V with the def2-TZVPD basis set",
  "e_tot_ha": -771.3047,
  "homo_ev": [-10.130, -10.145],
  "gap_ev": [7.896, 7.953],
  "largest_force_ha_per_bohr": 0.099,
  "multiplicity": 1,
  "symbols": ["N", "O", "C", "O", "N", "O", "S"],
  "positions_angstrom": [[1.9682, -0.2076, 0.0289], [1.8544, -1.1145, -0.6569], [-2.2648, -0.1088, -0.0294], [2.7458, 0.3776, 0.6193], [-3.2395, -0.1520, 0.5301], [-1.1159, 0.0879, -0.5787], [0.0518, 1.1175, 0.0868]],
  "forces_ev_per_a": [[-4.568, 2.233, -0.356], [0.179, -2.340, -1.279], [3.447, 0.902, -0.678], [2.761, 1.153, 1.691], [-3.333, -0.514, 1.516], [0.503, -0.280, -1.063], [1.011, -1.154, 0.169]]
}

---

3.
{
  "formula": "C27H36F3N5O5P2",
  "method": "ωB97M-V with the def2-TZVPD basis set",
  "e_tot_ha": -2682.7184,
  "homo_ev": -9.212,
  "gap_ev": 8.996,
  "smiles": "C=CC[C@]1(CCC(F)(F)F)C(=O)N[C@@H](PP(=O)(O)O)[C@]1(N)CCO.c1ccncc1.c1ccncc1.c1ccncc1",
  "largest_force_ha_per_bohr": 0.104,
  "multiplicity": 1,
  "symbols": ["H", "C", "C", "C", "C", "H", "F", "H", "H", "C", "C", "N", "H", "C", "C", "C", "H", "N", "H", "H", "H", "C", "P", "H", "H", "H", "H", "H", "H", "H", "H", "O", "H", "H", "C", "F", "C", "H", "C", "H", "H", "C", "P", "H", "H", "H", "C", "O", "H", "C", "H", "H", "C", "H", "N", "C", "C", "H", "H", "C", "N", "C", "O", "O", "H", "F", "C", "N", "C", "C", "O", "H", "C", "C", "H", "C", "H", "H"],
  "positions_angstrom": [[-3.2113, -1.4439, 1.8334], [11.0429, 2.4662, -6.2255], [1.4472, -1.7958, -1.6489], [-2.7790, -4.0651, 1.2215], [-9.5620, 2.3697, 4.8685], [7.8497, -1.6694, -2.2181], [0.8312, -1.8411, -2.8180], [-2.7694, 0.6293, -0.2711], [0.1367, -0.2055, -1.3150], [-1.6101, -1.8679, 0.4690], [5.9477, 1.3542, -0.9470], [-1.6040, -1.9298, -1.0017], [-9.1994, 3.2924, 1.2093], [-1.5563, -0.4338, 3.5367], [-0.4433, -1.0695, 2.7160], [-1.2169, 0.5162, 1.0170], [-1.0601, -3.8750, 0.0108], [9.8261, 1.3016, -4.5179], [11.3789, 4.5635, -5.9006], [-1.7548, 0.6357, 3.5705], [-2.0169, -2.0500, 4.8163], [10.2800, 3.6469, -4.2981], [-5.8499, 0.3142, -0.1753], [10.1799, 4.5500, -3.7117], [1.3887, -1.7327, 1.0015], [-3.4422, -1.0151, 4.3019], [-5.2397, 0.9633, -2.0972], [4.1565, 0.1726, -1.0514], [-8.6112, 0.9823, 1.9455], [-1.8375, -1.0540, -1.4492], [1.8197, 0.1873, -1.0493], [-6.1059, 0.7717, -1.6956], [-8.8590, 0.4028, 4.3619], [-4.8453, 1.3071, 1.4569], [-9.7384, 3.9020, 3.1988], [2.7590, -1.8132, -1.8876], [10.9441, 3.6503, -5.5132], [8.9773, 0.4885, -1.6850], [5.9096, -0.9103, -1.6730], [0.4965, -0.5972, 3.0208], [-4.1042, -3.9167, 2.6514], [9.7429, 2.4507, -3.8470], [-4.4847, -1.3977, -0.2687], [-2.1455, -2.7007, -1.3598], [5.3810, -1.8301, -1.8899], [-10.0015, 4.9176, 2.9222], [0.8467, -0.8481, 0.6576], [-0.6921, 1.5313, 1.1994], [5.4541, 2.2501, -0.5847], [5.2253, 0.2007, -1.2076], [-3.5887, -3.8985, 0.5017], [-9.6878, 2.1593, 5.9257], [7.9061, 0.3751, -1.5606], [9.2168, 2.3996, -2.8996], [-2.5818, 0.2987, 0.6724], [7.2790, -0.8257, -1.8555], [-9.1026, 1.3923, 3.9987], [10.5173, 0.3774, -6.2096], [11.5538, 2.4266, -7.1781], [-1.4747, -3.3582, 0.8800], [7.2664, 1.4561, -1.1147], [-8.9660, 1.7171, 2.6585], [-5.2383, 1.5709, 0.6100], [-7.1162, -0.0753, 0.4168], [-2.5644, -5.1440, 1.1876], [1.1614, -2.9412, -1.0383], [1.0506, -0.5574, -0.8390], [-9.8782, 3.6083, 4.4918], [-2.3708, -1.2004, 4.2371], [-2.9953, -1.1036, 0.8172], [-3.1510, -3.7784, 2.5720], [-0.7735, -3.5372, 1.6962], [10.4677, 1.3262, -5.6860], [-9.2911, 2.9989, 2.2464], [-5.2191, -2.3968, 0.4132], [-0.6265, -0.9196, 1.1548], [1.2975, -0.0118, 1.1943], [-0.3713, -2.1139, 3.0287]],
  "forces_ev_per_a": [[-0.239, 0.950, 0.094], [-0.016, 0.014, 0.025], [-0.546, 0.624, 0.712], [0.653, -1.043, 0.465], [-0.042, 0.101, 0.097], [0.023, 0.032, -0.009], [-0.268, 0.170, -1.112], [-0.176, 0.545, 0.323], [0.054, 0.157, 0.192], [-1.990, -0.814, -0.866], [0.077, 0.138, 0.023], [1.849, 0.594, 0.258], [0.000, 0.006, 0.009], [0.259, -0.256, -0.393], [0.097, 0.425, 1.341], [-2.032, -4.906, -0.803], [0.122, 0.054, 0.114], [0.090, 0.143, -0.043], [-0.004, -0.013, 0.004], [-0.248, -0.036, -1.277], [-0.179, -0.810, -1.140], [0.024, -0.022, -0.052], [-0.966, 0.298, 1.026], [-0.014, -0.025, 0.020], [-0.048, -0.034, -0.266], [0.259, 0.818, 1.069], [-0.433, 0.093, -0.353], [0.014, 0.015, 0.001], [0.030, 0.031, -0.009], [-0.277, -0.217, -0.131], [-0.038, 0.009, 0.294], [1.465, 0.208, 0.686], [-0.017, 0.008, 0.013], [0.066, 0.117, -0.192], [-0.042, 0.085, 0.109], [0.915, -0.028, -0.181], [0.037, 0.088, -0.035], [-0.001, -0.120, -0.058], [-0.058, -0.142, -0.028], [0.088, -0.035, -0.522], [0.227, -0.029, 0.142], [-0.077, -0.155, 0.097], [0.816, -0.476, -0.994], [-0.163, 0.192, 0.008], [-0.009, 0.023, -0.001], [0.011, -0.019, -0.057], [-0.092, 0.349, -0.263], [1.544, 3.216, 0.155], [-0.053, -0.037, -0.002], [0.086, 0.040, 0.009], [0.105, 0.285, 0.090], [0.023, -0.054, -0.016], [0.088, 0.151, 0.067], [-0.019, 0.126, -0.010], [-0.870, 0.511, 0.055], [-0.036, 0.027, 0.034], [-0.024, 0.107, -0.004], [0.040, 0.036, -0.046], [-0.011, -0.025, 0.004], [-0.583, 0.193, -0.091], [-0.070, -0.143, -0.055], [0.052, -0.200, -0.140], [0.484, -0.149, -0.879], [-1.016, -0.801, 0.275], [-0.092, 0.108, -0.225], [-0.013, -0.768, 0.536], [-0.112, -0.753, -0.400], [0.052, -0.101, -0.106], [-0.856, -0.598, 1.042], [1.062, -0.704, 0.758], [-0.537, 0.458, -0.369], [-0.123, 0.155, 0.003], [-0.076, -0.134, 0.065], [-0.011, 0.022, 0.085], [-0.063, 0.611, 0.262], [2.016, 1.306, 0.711], [-0.142, -0.042, 0.051], [-0.047, 0.050, -0.196]]
}

---

4.
{
  "formula": "C14H12BrN3O2S",
  "method": "ωB97M-V with the def2-TZVPD basis set",
  "e_tot_ha": -3827.2513,
  "homo_ev": -7.893,
  "gap_ev": 7.541,
  "largest_force_ha_per_bohr": 0.372,
  "multiplicity": 1,
  "symbols": ["C", "H", "H", "C", "H", "O", "C", "H", "C", "C", "H", "H", "C", "H", "C", "S", "O", "C", "H", "C", "C", "H", "H", "N", "C", "N", "C", "C", "Br", "C", "H", "H", "N"],
  "positions_angstrom": [[-2.9384, 1.1372, -2.5614], [-0.8884, 0.9572, 0.6750], [-0.7375, 0.8032, 3.0390], [-4.6956, 0.4168, -4.0782], [-1.1223, -0.6718, 3.7608], [0.7861, 1.2328, 1.1959], [-1.9611, -0.3790, 1.6529], [0.7302, -1.5475, 2.7465], [1.3796, 0.2885, 1.6582], [2.9345, -0.5538, 0.0765], [6.0102, -1.6888, 0.3802], [-1.4728, 1.8713, -1.2958], [-0.7138, -0.0320, 2.9007], [-4.3162, 1.8707, -5.5638], [-4.0055, 1.4017, -4.7383], [-2.6941, 2.1498, -3.9441], [-2.7362, -1.1646, 1.8484], [4.8350, -1.1942, 2.0931], [4.7228, -0.7150, -1.5521], [3.5794, -0.9420, 2.2892], [-3.9680, 0.4564, -2.8068], [-4.4038, -0.5022, -2.2745], [5.5677, -1.5906, 2.7157], [-2.4941, 0.3359, -0.4557], [5.1072, -1.2404, 0.6797], [0.6135, -0.4824, 2.3018], [4.3367, -0.6222, -0.2567], [2.6591, -0.2417, 1.4179], [3.1244, -0.7853, 4.1100], [-2.1413, 1.0012, -1.5506], [2.3114, 0.1212, -0.7613], [-5.5432, -0.1077, -4.3536], [-1.8658, 0.4175, 0.6515]],
  "forces_ev_per_a": [[-0.482, 2.899, -5.529], [-2.239, -0.876, -0.065], [-0.106, 16.941, 3.042], [4.796, 4.159, 1.668], [1.270, 0.827, -1.290], [1.014, 3.954, -1.961], [6.003, 3.488, 4.183], [0.830, 3.989, -2.023], [-1.379, -0.095, -0.072], [0.679, 6.638, -2.565], [1.341, -0.111, -0.299], [0.362, -0.939, -0.699], [-1.471, -18.177, -5.691], [-0.884, 1.506, -3.466], [-0.409, -1.032, 1.188], [0.270, 0.184, -0.292], [-6.074, -6.623, 1.656], [1.734, -1.861, -5.301], [-1.374, 0.430, 4.401], [-4.406, 4.036, 2.863], [-8.889, -9.564, -0.585], [1.607, 2.303, 0.410], [0.657, -0.466, 1.421], [-2.159, -0.850, -5.010], [1.378, 1.135, 1.077], [-5.278, -7.836, 7.431], [-1.051, -3.358, -4.268], [3.830, -3.890, -2.780], [-0.284, -0.160, 1.537], [4.574, 1.116, 10.628], [1.063, -2.388, 2.278], [-1.327, -0.887, -0.363], [6.403, 5.509, -1.526]]
}